Molecular formula: C60H134O33
Method: DFT, ωB97M-V with the def2-TZVPD basis set

Properties
HOMO in Ha: -0.3167
SMILES: COCCOCCOC.COCCOCCOC.COCCOCCOC.COCCOCCOC.COCCOCCOC.COCCOCCOC.COCCOCCOC.COCCOCCOC.COCCOCCOC.O=C1OCCO1.O=C1OCCO1
Kohn-Sham gap in eV: 8.976
Total charge: 0

Geometry (Å):
C1 14.41736 4.15002 33.37662
O1 14.35427 2.76606 33.67478
C2 15.21336 1.97843 32.87684
C3 14.55403 1.59773 31.51154
O2 13.50445 0.66208 31.68670
C4 12.67960 0.60554 30.50148
C5 12.14491 -0.87788 30.43095
O3 13.11103 -1.81864 30.05345
C6 12.60024 -3.14455 30.14522
H1 13.49088 4.60285 33.80871
H2 14.29752 4.45906 32.28614
H3 15.35685 4.60390 33.79415
H4 15.40491 1.07344 33.40472
H5 16.20799 2.46885 32.56579
H6 15.34843 1.09545 30.84353
H7 14.22789 2.48381 30.91447
H8 13.23498 0.93995 29.63958
H9 11.84336 1.31063 30.61741
H10 11.19833 -0.88617 29.78213
H11 11.84967 -1.15010 31.45966
H12 12.31105 -3.41132 31.19055
H13 13.28559 -3.90559 29.77337
H14 11.65621 -3.26281 29.55508
C7 22.65521 8.87769 29.12267
O4 21.45875 8.47127 29.82758
C8 20.39243 9.41043 29.71952
C9 19.58082 9.27118 28.44171
O5 18.67524 8.15815 28.51348
C10 18.30981 7.76021 27.22616
C11 19.16368 6.56876 26.69690
O6 20.47342 7.01779 26.42754
C12 20.67787 7.69230 25.20300
H15 22.51114 9.72163 28.36105
H16 23.04965 8.04163 28.51829
H17 23.43951 9.22366 29.80730
H18 20.71954 10.46333 29.84124
H19 19.71769 9.20805 30.56261
H20 20.28612 9.15747 27.59572
H21 19.00218 10.18517 28.26310
H22 18.36502 8.49937 26.43902
H23 17.19112 7.45188 27.29915
H24 18.65147 6.17680 25.79009
H25 19.24383 5.84329 27.50457
H26 19.71671 8.24022 24.98010
H27 20.87187 7.01563 24.33675
H28 21.51653 8.40221 25.25832
C13 15.05807 4.53825 22.89917
O7 15.03972 4.80971 21.53008
C14 15.19920 6.14018 21.17567
C15 13.96721 6.93530 21.44048
O8 12.90732 6.39865 20.68530
C16 11.76829 7.09165 20.73423
C17 11.54846 8.14367 19.62974
O9 11.36301 7.46051 18.37396
C18 12.54857 7.34119 17.58889
H29 14.06952 4.57256 23.38941
H30 15.87396 5.06102 23.40322
H31 15.32295 3.45644 22.83413
H32 15.42940 6.25796 20.10688
H33 16.04167 6.52707 21.78421
H34 14.04551 7.99777 21.08063
H35 13.78069 7.09698 22.52246
H36 11.64552 7.56806 21.71159
H37 10.92940 6.36500 20.49435
H38 12.30809 8.96483 19.59011
H39 10.60576 8.70662 19.88102
H40 13.19239 6.55896 18.07825
H41 13.11212 8.26734 17.55421
H42 12.32563 7.07966 16.54626
C19 8.15613 12.95440 26.53688
O10 8.01057 11.92189 25.59336
C20 8.75129 12.10095 24.42581
C21 8.44487 10.92847 23.50330
O11 9.11737 9.76747 23.95911
C22 8.79682 8.60385 23.22572
C23 7.64506 7.86267 23.91687
O12 8.06730 7.35695 25.22839
C24 8.49296 5.96512 25.12776
H43 9.23620 13.19207 26.72411
H44 7.62861 12.68082 27.43293
H45 7.57360 13.83737 26.09529
H46 9.82734 12.16017 24.60338
H47 8.45417 13.02937 23.93706
H48 8.76829 11.13131 22.47482
H49 7.42930 10.61100 23.45492
H50 9.77554 8.03747 23.14088
H51 8.53231 8.84371 22.19252
H52 7.29904 7.00015 23.34272
H53 6.96142 8.68697 24.12546
H54 8.37928 5.49334 26.09649
H55 9.51131 5.84115 24.81692
H56 7.78636 5.42853 24.46699
C25 10.16937 1.23020 33.28443
O13 10.58512 2.19410 32.38185
C26 9.87469 3.41229 32.35619
C27 10.61954 4.39545 31.45380
O14 9.73667 5.50266 31.35211
C28 10.25160 6.65574 30.81989
C29 10.36776 6.73846 29.33089
O15 9.25152 6.15742 28.68578
C30 8.07185 6.96974 28.74718
H57 10.69761 1.39450 34.23781
H58 10.45919 0.28157 32.90158
H59 9.06369 1.17277 33.44936
H60 9.74586 3.82396 33.38537
H61 8.88010 3.31533 31.84760
H62 10.65672 3.89644 30.47067
H63 11.68441 4.59396 31.87252
H64 11.20395 6.79266 31.26241
H65 9.66307 7.43573 31.23607
H66 11.27761 6.21883 28.92978
H67 10.57421 7.76696 29.05955
H68 7.66463 6.71840 27.76703
H69 8.26662 8.08036 28.72326
H70 7.43004 6.72342 29.63321
C31 17.39301 0.95267 28.82506
O16 16.55864 0.22073 27.97669
C32 16.78025 0.57844 26.60253
C33 15.99747 -0.36024 25.69135
O17 14.61512 -0.30710 25.81778
C34 14.13801 -0.90242 27.00284
C35 12.72382 -1.19029 26.81654
O18 12.01984 -0.00758 26.42311
C36 10.66613 -0.13962 26.68582
H71 17.01068 1.95737 28.84072
H72 18.43621 1.01288 28.49536
H73 17.33891 0.52718 29.82305
H74 17.86689 0.46791 26.30067
H75 16.55633 1.65103 26.48425
H76 16.51596 -1.30788 25.80202
H77 16.06231 0.07983 24.69936
H78 14.24096 -0.23746 27.86293
H79 14.66993 -1.84438 27.23738
H80 12.26693 -1.54181 27.74808
H81 12.45907 -1.91455 26.04489
H82 9.91479 0.56487 26.15259
H83 10.46305 -0.01477 27.75194
H84 10.36903 -1.09446 26.27703
C37 9.20952 -2.93461 31.84811
O19 8.59277 -1.68476 31.81233
C38 8.17082 -1.18391 30.60836
C39 8.28819 0.33487 30.56436
O20 8.07052 0.85370 29.25870
C40 8.37622 2.21606 29.07451
C41 7.95542 2.61882 27.68074
O21 6.55492 2.28751 27.49093
C42 5.68529 3.33065 27.76881
H85 9.92323 -3.00828 31.03465
H86 8.42693 -3.74700 31.73694
H87 9.79670 -2.96594 32.73991
H88 7.16584 -1.54281 30.27802
H89 8.88211 -1.46828 29.85223
H90 9.25684 0.65052 30.93707
H91 7.52681 0.74295 31.16650
H92 9.46704 2.40419 29.22369
H93 7.90903 2.92726 29.80180
H94 8.44310 1.95838 26.97474
H95 8.18043 3.69602 27.46908
H96 4.67877 2.93281 27.96513
H97 5.68909 4.11932 27.00640
H98 6.03357 3.87432 28.68039
C43 12.22718 5.79898 24.86201
O22 11.66977 4.48735 24.65304
C44 12.15499 3.53319 25.53614
C45 11.59183 3.53865 27.00046
O23 12.21436 4.45332 27.87198
C46 13.08342 4.01099 28.84756
C47 14.38182 3.61878 28.25890
O24 14.88350 4.76140 27.58158
C48 16.09079 4.42594 26.93746
H99 11.56348 6.43386 24.26159
H100 13.28406 5.92026 24.48023
H101 12.15519 6.13958 25.90706
H102 13.23562 3.62850 25.52450
H103 11.86368 2.50696 25.16521
H104 11.63322 2.50291 27.38925
H105 10.55362 3.86060 26.89909
H106 12.70546 3.06316 29.37661
H107 13.28658 4.78294 29.63333
H108 14.29436 2.87319 27.44867
H109 15.09032 3.10272 28.88984
H110 16.49305 5.29784 26.43385
H111 15.84497 3.70633 26.14760
H112 16.93063 4.09600 27.57847
C49 15.35838 8.82706 25.45859
O25 15.01226 9.34918 26.72772
C50 14.30530 8.34373 27.50804
C51 14.33718 8.75816 28.93710
O26 13.51591 9.90615 29.12051
C52 13.89217 10.53504 30.36489
C53 12.98401 11.62307 30.80887
O27 12.83068 12.52071 29.70228
C54 12.14274 13.67115 30.01811
H113 16.29100 9.21402 25.09502
H114 14.61753 9.06091 24.69711
H115 15.39690 7.65411 25.41180
H116 14.83994 7.40883 27.49169
H117 13.23653 8.25167 27.13328
H118 15.32936 9.05527 29.24834
H119 14.05995 7.83598 29.54966
H120 14.97042 10.80677 30.38438
H121 13.76529 9.75673 31.14977
H122 13.44068 11.98398 31.71111
H123 12.02438 11.24423 31.02562
H124 11.74497 14.06975 29.08176
H125 12.82796 14.48368 30.48966
H126 11.27447 13.56707 30.67624
O28 12.23500 9.40989 23.25655
C55 12.04904 9.68007 24.40800
O29 11.44500 8.77653 25.29179
C56 10.94599 9.46168 26.44663
C57 11.82271 10.70612 26.45207
O30 12.13450 10.82551 24.97863
H127 9.90423 9.71291 26.22193
H128 11.02738 8.74239 27.27521
H129 12.73322 10.61399 27.04451
H130 11.29382 11.63454 26.69112
O31 16.83760 4.14611 30.57523
C58 17.90398 4.62340 30.51741
O32 18.83927 4.39161 29.56208
C59 20.13911 4.91611 29.96635
C60 19.65061 6.08772 30.86166
O33 18.43427 5.54003 31.41731
H131 20.72571 4.14852 30.50641
H132 20.66396 5.23418 29.06750
H133 19.41851 7.02055 30.38291
H134 20.39329 6.16007 31.70183